{
  "formula": "C4H9NOSi",
  "method": "the ωB97M-V functional and the def2-TZVPD basis",
  "symbols": ["C", "C", "C", "C", "N", "O", "Si", "H", "H", "H", "H", "H", "H", "H", "H", "H"],
  "xyz": [[-0.506301, -2.452220, -2.837600], [-0.785028, -1.621812, -1.819897], [0.735873, 2.499778, 2.336497], [-0.083761, 1.483251, 1.807956], [0.523832, 0.559930, 1.183233], [-0.328681, -0.429585, 0.894679], [-0.140330, -1.783879, -0.002570], [-0.961978, -2.359991, -3.748501], [-0.218814, -3.446583, -2.631264], [-1.143289, -0.654146, -2.093079], [0.469602, 3.483623, 2.002407], [1.849951, 2.196471, 2.190217], [0.546200, 2.658211, 3.378317], [-1.197213, 1.670950, 2.024260], [1.270528, -2.254118, -0.215157], [-0.778941, -2.641522, 0.961853]],
  "forces_ev_per_angstrom": [[2.3, -5.1, -4.1], [-1.0, 5.0, 7.9], [3.5, 1.3, 0.8], [-1.8, -0.1, -0.3], [-0.1, 0.8, 0.6], [-1.5, -1.1, -0.7], [0.2, -0.1, -2.0], [-1.2, 0.3, -2.2], [0.7, -1.0, 0.1], [-0.2, 0.8, 0.1], [0.2, 0.6, -0.9], [-1.9, 1.0, 0.2], [0.1, -0.5, 1.1], [1.4, -1.3, -0.7], [-0.1, 0.2, 0.1], [-0.5, -0.9, 0.0]],
  "mulliken_charge": [-0.9492, -0.2388, -0.8291, 0.1785, -0.4112, 0.0578, 0.2253, 0.3731, 0.3220, 0.4179, 0.2720, 0.2561, 0.2812, 0.2883, -0.1225, -0.1215],
  "charge": 0,
  "homo_ev": [-6.082, -9.406],
  "spin_multiplicity": 3,
  "lumo_energy_ev": [1.1, -2.5],
  "de_lowest_kcal_mol": 49.8
}

---

{
  "formula": "C41H47ClGe2IN4O4Ti",
  "method": "the ωB97M-V functional and the def2-TZVPD basis",
  "symbols": ["Ti", "O", "C", "O", "C", "C", "C", "C", "C", "C", "N", "C", "C", "C", "C", "C", "C", "N", "H", "H", "H", "H", "H", "H", "H", "H", "H", "H", "C", "C", "Ge", "C", "C", "C", "C", "Ge", "C", "C", "C", "C", "C", "C", "C", "C", "C", "C", "H", "H", "H", "H", "H", "H", "H", "H", "H", "H", "H", "H", "H", "H", "H", "H", "H", "H", "H", "H", "H", "H", "H", "H", "H", "H", "Cl", "C", "C", "C", "I", "C", "O", "C", "N", "C", "C", "C", "C", "H", "H", "H", "H", "C", "N", "C", "C", "O", "H", "H", "H", "H", "H", "H", "H"],
  "xyz": [[-0.207956, 2.682729, 0.986922], [-0.810579, 5.106570, 7.722349], [0.044741, 4.536955, 6.823193], [0.703982, 3.604404, 7.232407], [0.120818, 4.964049, 5.364411], [1.327191, 5.451165, 4.766067], [1.424495, 5.520562, 3.402607], [0.376630, 4.953733, 2.636210], [-0.867321, 4.667670, 3.207002], [-1.037411, 4.771338, 4.613680], [0.584303, 4.545691, 1.271021], [1.726996, 4.797883, 0.638549], [2.187735, 3.909862, -0.336909], [3.349669, 4.058068, -1.154736], [3.756201, 3.041269, -1.968438], [2.839416, 1.909216, -2.115313], [1.673171, 1.850321, -1.417814], [1.399206, 2.803108, -0.473949], [-1.148750, 5.968475, 7.380934], [2.178727, 5.624783, 5.407495], [2.332198, 5.774822, 2.884853], [-1.671982, 4.335585, 2.549418], [-1.996890, 4.524181, 5.064374], [2.284161, 5.749227, 0.843853], [3.975832, 4.946948, -0.846731], [4.674216, 3.116754, -2.513784], [3.065389, 1.149039, -2.856498], [1.048920, 0.966874, -1.333882], [4.098066, -1.455327, -0.954769], [2.948241, -1.820264, -1.905243], [1.841005, -3.303764, -1.371566], [2.470583, -4.253441, 0.217496], [1.802115, -5.616994, 0.229694], [1.589603, -4.646710, -2.842954], [0.286162, -4.756655, -3.084262], [-0.410248, -3.048119, -2.360369], [-1.979668, -3.765960, -1.380454], [-2.997445, -2.640375, -1.103015], [-0.731304, -1.807385, -3.891588], [0.501768, -1.010053, -4.510883], [-0.426052, -5.983047, -3.537553], [0.283815, -7.180079, -3.549347], [-0.278179, -8.325357, -4.106016], [-1.609082, -8.362179, -4.525313], [-2.371164, -7.212393, -4.321756], [-1.749051, -5.980465, -3.976759], [4.834007, -0.822187, -1.544474], [4.651574, -2.341705, -0.517156], [3.774792, -0.830780, -0.062190], [3.389996, -2.140934, -2.873214], [2.258943, -0.961004, -2.164877], [2.100173, -3.662633, 1.068690], [3.542532, -4.325409, 0.220590], [1.572962, -5.856323, 1.254052], [2.428638, -6.485543, -0.175925], [0.822497, -5.826470, -0.265048], [2.416233, -4.808270, -3.484851], [-1.622308, -4.219378, -0.437975], [-2.334380, -4.542673, -2.052579], [-2.710886, -1.932691, -0.313920], [-4.024582, -3.058264, -0.866280], [-3.230649, -2.012565, -1.994824], [-1.429496, -1.022394, -3.468098], [-1.253340, -2.391573, -4.737985], [0.814521, -0.247848, -3.773999], [0.239292, -0.480188, -5.431339], [1.351691, -1.718655, -4.737079], [1.330176, -7.256305, -3.237783], [0.405743, -9.173759, -4.312951], [-1.951462, -9.256752, -5.075306], [-3.437083, -7.284399, -4.438632], [-2.293143, -5.074759, -4.134584], [-6.659146, 2.567679, -1.695371], [-5.233591, 2.250569, -0.791753], [-5.243965, 1.251628, 0.190002], [-4.138676, 1.009098, 1.040821], [-4.089012, -0.239172, 2.756775], [-2.953508, 1.762812, 0.828448], [-1.750296, 1.481849, 1.321421], [-2.925237, 2.782165, -0.158882], [-1.729507, 3.447878, -0.360612], [-1.611497, 4.411292, -1.314583], [-2.618135, 4.562844, -2.237244], [-3.812698, 3.905825, -2.104347], [-4.048826, 2.994123, -1.037801], [-6.190804, 0.682349, 0.371455], [-0.740776, 5.083917, -1.387320], [-2.442513, 5.214519, -3.098263], [-4.565524, 4.045089, -2.884777], [-0.295636, 1.250315, 4.872656], [1.178773, 1.348604, 4.558479], [2.019461, 1.215658, 5.761426], [1.638489, 1.709362, 3.371210], [0.905341, 1.742302, 2.313193], [-0.547453, 1.994314, 5.646860], [-0.538070, 0.283450, 5.286204], [-0.988043, 1.440001, 4.017264], [1.739033, 0.290832, 6.275310], [1.622852, 2.006151, 6.449154], [3.048098, 1.226098, 5.474763], [2.722154, 1.849196, 3.290617]],
  "forces_ev_per_angstrom": [[-0.4, -0.3, -0.4], [0.1, 0.9, -1.5], [0.5, -0.4, 1.0], [-0.4, 0.7, -0.6], [-0.4, 0.9, 0.7], [-1.0, -1.0, 0.9], [-0.6, -1.0, -0.4], [0.0, 0.3, -1.2], [0.2, 0.3, 0.6], [0.9, -0.7, -1.3], [-0.6, -0.1, 1.8], [1.3, 2.1, 0.1], [-0.4, -0.9, -1.1], [0.8, 1.0, 1.8], [-2.1, -0.6, 0.2], [1.3, 0.8, -1.1], [0.8, 0.7, 1.8], [-0.7, -0.5, -0.2], [0.2, -0.8, 0.3], [0.1, 0.2, 0.0], [0.2, 0.2, 0.3], [-0.1, 0.2, 0.2], [0.3, 0.0, 0.0], [-0.4, -1.0, -0.2], [-0.5, -1.1, -1.0], [0.3, -0.2, -0.2], [0.1, 0.0, 0.3], [-0.1, 0.0, -0.6], [0.8, 1.0, 0.4], [0.4, 0.9, -0.6], [-0.6, -0.3, -1.5], [-1.7, 0.5, -0.4], [-0.1, -2.5, -0.2], [1.4, 2.4, 0.4], [-1.4, -0.7, 0.6], [-0.1, -1.7, 0.7], [-0.1, 1.8, 0.3], [-1.9, -0.5, -0.5], [-0.4, 0.9, -0.9], [-0.1, -1.3, 0.8], [0.7, 1.1, -0.9], [0.1, -1.0, -0.4], [0.7, -0.3, -0.5], [0.6, 0.0, 0.1], [0.6, 0.5, -0.1], [-0.2, -2.0, -0.1], [-0.5, -0.7, 1.0], [-0.6, 0.9, -0.7], [0.2, -0.7, -1.0], [-0.2, 0.2, 0.4], [1.0, -0.8, 0.5], [0.5, -0.2, 0.0], [0.4, 0.1, 0.1], [0.1, -0.4, 0.6], [-0.5, 1.4, 0.6], [0.6, 1.0, -0.1], [0.9, -1.9, -0.4], [-0.1, 0.1, -0.5], [-0.3, 0.0, 0.3], [0.1, -0.4, 0.0], [1.1, 0.4, 0.2], [0.5, -0.4, 0.3], [0.4, -0.9, -0.7], [0.6, 0.9, 1.5], [0.1, -0.4, -0.4], [-0.1, -0.2, 0.1], [-0.8, 0.9, 0.3], [-0.4, 0.4, 0.1], [-0.7, 0.5, 0.3], [-0.2, 0.6, 0.7], [-0.3, 0.3, -0.5], [-0.3, 0.5, 0.3], [-0.1, 0.0, -0.2], [0.6, -1.0, 0.9], [-1.1, 0.2, 0.3], [1.6, 1.3, -0.1], [-0.3, 0.3, -0.9], [-0.1, -1.0, -0.6], [0.2, 0.6, 0.8], [-0.8, 0.4, -1.9], [-0.1, 1.0, -0.1], [0.0, -1.4, 1.4], [-0.6, 0.7, -1.0], [-0.6, -0.5, -0.2], [0.9, 0.5, 0.5], [1.0, 0.6, -0.3], [-0.1, -0.9, 0.4], [-0.2, -0.1, 0.4], [0.1, -0.1, 0.4], [-0.1, 0.8, -0.6], [-1.2, 0.3, -0.5], [-2.0, 0.5, 0.5], [-1.5, -1.1, -0.4], [1.5, 0.1, 1.9], [0.4, -0.2, -0.3], [0.2, -0.4, 0.0], [1.0, -0.2, 0.3], [0.3, -0.2, -0.4], [1.3, -0.4, -0.5], [0.7, 0.2, 0.2], [-0.2, 0.1, 0.0]],
  "mulliken_charge": [-0.1598, -0.4650, 0.2395, -0.5783, 0.5023, -0.8227, -0.8444, 0.4745, -0.2705, -0.8382, 0.5214, -0.8027, 1.0103, -1.0617, -0.7525, -0.4556, -0.5025, 0.5531, 0.3861, 0.4633, 0.2678, 0.5404, 0.4523, 0.3528, 0.3316, 0.4766, 0.5412, 0.7954, -0.9718, 0.2935, -0.1205, -0.6244, -1.0619, -0.6792, -0.0075, 0.0640, -0.3834, -1.2960, -0.5404, -0.6803, 0.8783, -0.7246, -0.4033, -0.5172, -0.7991, -0.0997, 0.3245, 0.3345, 0.1143, 0.3960, -0.4915, 0.3750, 0.4192, 0.4035, 0.2856, 0.1719, 0.5542, 0.2979, 0.4943, 0.2738, 0.3971, 0.2576, 0.2829, 0.3259, -0.0771, 0.4376, 0.2531, 0.3014, 0.3181, 0.3525, 0.3792, 0.4986, -0.2293, 0.3073, -0.0719, -0.6791, 0.0698, 0.6933, -0.6475, 0.1427, 0.8636, -0.0577, -1.0640, -0.5594, -0.1711, 0.3954, 0.4091, 0.4065, 0.4059, -0.5312, 0.2191, -0.6899, 0.0759, -0.4964, 0.1959, 0.4368, -0.0861, 0.2978, 0.2954, 0.3298, 0.3782],
  "charge": 1,
  "homo_ev": [-8.795, -8.795],
  "spin_multiplicity": 3,
  "lumo_energy_ev": [-3.3, -3.7],
  "de_lowest_kcal_mol": 0.0
}